[1]
Molecular formula: C16H31N7S2Tl
Method: DFT, the ωB97M-V functional and the def2-TZVPD basis

The geometry in ORCA input format:
```
! wB97M-V def2-TZVPD RIJCOSX def2/J DEFGRID3
* xyz 1 1
Tl -0.580 -1.340 1.201
S -0.501 -0.574 -4.227
S 0.107 -2.210 -1.785
N 3.692 -0.805 -3.532
N -1.825 -0.354 -2.009
N -3.133 -0.902 1.879
N 1.741 0.352 1.854
N -2.150 -0.468 -0.715
N -1.010 1.232 1.575
N 2.484 -0.194 -0.995
C 1.421 2.041 3.653
C -3.394 -0.305 -0.430
C 3.433 -1.875 -2.534
C -3.614 -0.963 3.111
C 3.462 -1.248 -1.136
C -5.668 0.071 2.485
C 2.659 0.262 -3.436
C -5.184 0.117 1.193
C -3.901 -0.367 0.920
C 2.078 1.705 2.312
C 2.619 0.826 -2.010
C -0.974 1.390 3.035
C -0.835 -0.999 -2.506
C -0.725 -2.206 -5.002
C -0.035 2.492 3.540
C -4.868 -0.495 3.469
H -0.365 2.816 4.528
H -2.965 -1.426 3.843
H 2.878 1.054 -4.152
H 4.183 -2.658 -2.634
H -5.208 -0.566 4.490
H 3.167 1.821 2.417
H -4.116 -0.130 -1.227
H 1.758 2.424 1.550
H -0.089 3.362 2.881
H -1.781 1.751 1.170
H 4.457 -0.841 -0.915
H 2.149 -0.311 2.508
H 1.480 1.173 4.314
H 3.236 -2.025 -0.406
H -0.250 -2.154 -5.976
H -6.649 0.459 2.721
H -5.776 0.543 0.401
H 1.758 1.492 -1.942
H 4.617 -0.399 -3.346
H 3.692 -1.192 -4.482
H -1.789 -2.392 -5.118
H -0.258 -2.968 -4.383
H -0.650 0.438 3.469
H 2.432 -2.288 -2.710
H 3.525 1.410 -1.803
H 1.989 2.846 4.120
H 1.551 -0.614 -1.041
H -1.990 1.574 3.387
H 1.686 -0.178 -3.693
H 2.181 0.201 0.945
H -0.150 1.593 1.176
*
```

The gap between HOMO and LUMO comes out at 7.214 eV. Its HOMO energy is -9.9 eV.

[2]
Molecular formula: C16H31NO3S
Method: DFT, the ωB97M-V functional and the def2-TZVPD basis

The geometry in ORCA input format:
```
! wB97M-V def2-TZVPD RIJCOSX def2/J DEFGRID3
* xyz 0 1
S 3.054 1.230 0.391
O 2.982 0.089 1.273
O 3.504 2.469 0.955
O -0.253 -1.618 -2.093
N 1.600 -0.984 -0.980
C 0.830 -3.086 1.023
C -1.927 1.037 2.138
C -2.437 1.439 0.752
C -3.895 1.052 0.512
C -1.746 -0.470 2.341
C 0.669 -3.166 -0.499
C 1.639 0.341 -1.552
C -0.598 -1.042 1.512
C -5.856 1.233 -1.113
C 1.460 1.396 -0.473
C -6.198 -0.251 -1.179
C 4.041 0.760 -1.081
C 0.590 -1.851 -1.250
C -0.401 -2.537 1.744
C -4.371 1.498 -0.869
C 3.014 0.617 -2.192
H -6.034 -0.733 -0.219
H -1.820 0.984 -0.025
H 2.948 1.538 -2.771
H 1.018 -4.101 1.383
H -4.523 1.514 1.279
H -5.583 -0.749 -1.925
H -7.243 -0.386 -1.450
H 1.523 -3.709 -0.916
H 4.770 1.543 -1.256
H -0.804 -0.876 0.455
H 1.387 2.403 -0.869
H -2.341 2.524 0.651
H 3.272 -0.195 -2.872
H -6.442 1.706 -0.321
H 1.699 -2.482 1.293
H -0.281 -2.715 2.815
H 4.543 -0.172 -0.841
H 0.646 1.185 0.212
H -2.631 1.410 2.886
H -2.671 -0.991 2.090
H -0.234 -3.729 -0.743
H 0.846 0.373 -2.308
H 2.166 -1.122 -0.153
H -0.967 1.528 2.322
H -1.290 -3.079 1.415
H -1.542 -0.654 3.398
H -3.783 0.984 -1.634
H 0.328 -0.522 1.777
H -4.185 2.571 -0.975
H -6.142 1.702 -2.058
H -4.001 -0.029 0.596
*
```

Its SMILES is CCCCCCCCCCCC(=O)N[C@@H]1CCS(=O)(=O)C1. The gap between HOMO and LUMO comes out at 10.410 eV. Its HOMO energy is -9.8 eV.

[3]
Molecular formula: C16H31NOP2Sn
Method: DFT, the ωB97M-V functional and the def2-TZVPD basis

The geometry in ORCA input format:
```
! wB97M-V def2-TZVPD RIJCOSX def2/J DEFGRID3
* xyz 0 1
Sn -3.785 0.356 0.018
P 0.547 2.024 0.099
P -0.582 -0.966 -1.771
O -4.819 -3.623 1.779
N -4.077 -1.808 0.396
C 2.895 -0.700 2.025
C -3.472 0.308 2.166
C 0.325 -1.711 -3.228
C 0.212 -1.560 1.046
C -0.813 3.219 0.102
C -2.287 -1.437 -2.277
C 2.278 0.621 2.008
C 2.255 -1.139 -0.452
C 2.105 2.974 0.294
C 0.969 -1.656 -0.324
C 0.919 0.955 1.692
C -0.185 -0.174 1.608
C -4.440 -2.733 1.073
C 0.869 1.471 -1.589
C -0.327 0.792 -2.244
C 3.261 -1.245 0.626
H -2.866 1.203 2.316
H 0.820 -2.706 -0.667
H 3.562 -2.288 0.770
H 1.153 2.361 -2.168
H -1.250 3.308 1.113
H -4.425 0.258 2.737
H -0.743 -2.115 0.985
H 3.842 -0.587 2.577
H -1.035 0.218 1.018
H -2.166 -2.107 -3.134
H -2.824 -0.567 2.305
H 2.949 2.287 0.134
H -2.930 -0.597 -2.608
H 2.269 -1.392 2.612
H 0.542 1.750 2.391
H 2.142 3.772 -0.460
H -0.401 4.201 -0.205
H 2.648 -0.972 -1.460
H 1.398 -1.476 -3.257
H 0.801 -2.076 1.822
H -0.179 0.795 -3.329
H -0.127 -1.330 -4.156
H -1.279 1.302 -2.034
H -0.613 -0.309 2.624
H 0.226 -2.806 -3.242
H -1.604 2.922 -0.615
H -2.777 -1.997 -1.466
H 2.893 1.468 2.327
H 1.764 0.839 -1.559
H 4.158 -0.723 0.280
H 2.203 3.399 1.301
*
```

The gap between HOMO and LUMO (spin up / spin down) comes out at 3.860 / 3.954 eV. Its HOMO energy (spin up / spin down) is -5.3 / -5.4 eV.

[4]
Molecular formula: C16H31NOsP2Se
Method: DFT, the ωB97M-V functional and the def2-TZVPD basis

The geometry in ORCA input format:
```
! wB97M-V def2-TZVPD RIJCOSX def2/J DEFGRID3
* xyz 2 5
Os -0.017 -0.424 3.713
Se -0.154 2.028 7.917
P 0.104 1.689 -2.383
P 0.069 -1.337 -2.488
N -0.140 0.515 5.411
C -1.562 0.897 1.501
C -1.519 2.492 -2.763
C -0.716 1.288 2.702
C -0.149 1.102 6.452
C 0.314 0.947 -4.088
C 0.258 -2.079 4.876
C 1.285 -0.633 1.032
C -0.876 -1.494 2.170
C 0.556 -1.499 2.039
C 1.545 0.815 1.500
C 1.681 -2.072 -3.020
C 1.170 3.156 -2.716
C -0.243 -0.472 -4.121
C 0.722 1.244 2.698
C -0.998 -2.790 -2.855
C -1.788 -0.616 1.330
H -1.330 -0.462 -4.288
H 0.761 -0.653 0.064
H 1.084 -2.424 2.311
H 1.972 -2.846 -2.301
H -0.195 1.594 -4.817
H 0.856 3.653 -3.641
H -2.045 -2.469 -2.845
H -0.850 -3.542 -2.073
H -1.463 2.993 -3.738
H -1.147 1.351 0.590
H 2.209 2.824 -2.807
H 2.457 -1.298 -3.039
H 0.405 -2.999 4.297
H 1.399 1.503 0.653
H -0.746 -3.211 -3.835
H 1.091 3.847 -1.871
H -2.551 1.359 1.652
H -2.816 -0.854 1.642
H -2.313 1.737 -2.780
H 1.230 1.981 3.333
H -1.705 -0.875 0.264
H 1.388 0.953 -4.324
H -1.354 -2.411 2.548
H -1.184 2.050 3.344
H -0.688 -2.123 5.444
H 1.572 -2.513 -4.019
H 1.077 -1.890 5.583
H 2.601 0.901 1.800
H 0.217 -1.063 -4.925
H -1.743 3.227 -1.982
H 2.268 -1.096 0.854
*
```

The gap between HOMO and LUMO (spin up / spin down) comes out at 8.612 / 5.338 eV. Its HOMO energy (spin up / spin down) is -14.5 / -14.6 eV.

[5]
Molecular formula: C16H31NP2PbS
Method: DFT, the ωB97M-V functional and the def2-TZVPD basis

The geometry in ORCA input format:
```
! wB97M-V def2-TZVPD RIJCOSX def2/J DEFGRID3
* xyz 0 1
Pb 1.676 1.511 2.559
S 0.525 5.633 5.194
P -1.331 0.925 2.286
P 1.620 1.918 -0.309
N 0.719 3.131 3.970
C -0.907 0.589 0.507
C 0.560 0.408 0.075
C -3.181 0.810 2.290
C -0.166 -3.826 -0.529
C 0.786 2.764 -1.679
C 0.712 -3.433 -1.761
C 0.235 -1.178 -2.744
C -1.094 -2.758 -0.031
C -0.846 -0.759 3.016
C -1.933 -2.091 -0.846
C -2.083 -2.312 -2.315
C -1.122 -1.544 -3.287
C 0.629 4.210 4.496
C 3.235 1.219 -0.776
C 2.348 3.569 1.410
C 0.969 -1.969 -1.944
H -3.495 1.140 3.299
H 0.900 2.254 -2.646
H -0.715 -4.747 -0.807
H 1.090 -0.302 0.748
H -1.064 -2.139 -4.220
H 2.641 3.621 0.338
H 0.644 -0.237 -3.143
H -3.584 -0.211 2.091
H 0.578 -0.022 -0.933
H -2.670 -1.385 -0.450
H 1.832 -1.577 -1.379
H -1.380 -0.393 0.382
H 0.210 -3.816 -2.660
H -0.978 -0.652 4.109
H -1.999 -3.389 -2.538
H 3.252 3.791 2.023
H 1.255 3.754 -1.749
H -1.606 -0.600 -3.583
H 3.955 2.046 -0.675
H 0.219 -0.996 2.823
H -1.470 -1.603 2.653
H 1.598 4.367 1.597
H 0.497 -4.105 0.304
H -3.594 1.520 1.549
H 3.265 0.853 -1.810
H -3.099 -1.978 -2.590
H 3.561 0.408 -0.105
H -0.287 2.894 -1.466
H -1.416 1.320 -0.150
H -1.173 -2.677 1.055
H 1.677 -3.958 -1.650
*
```

The gap between HOMO and LUMO (spin up / spin down) comes out at 5.407 / 5.406 eV. Its HOMO energy (spin up / spin down) is -5.9 / -5.9 eV.

[6]
Molecular formula: C16H31O7PtS2Si3
Method: DFT, the ωB97M-V functional and the def2-TZVPD basis

The geometry in ORCA input format:
```
! wB97M-V def2-TZVPD RIJCOSX def2/J DEFGRID3
* xyz 1 1
Pt 0.625 0.691 -0.274
S 0.191 0.784 -3.990
S 2.458 0.570 -2.566
Si -1.708 1.645 1.292
Si 1.048 0.802 2.540
Si -0.902 -1.461 1.309
O -0.836 -1.269 -1.393
O -1.054 2.062 -0.237
O 2.725 0.207 -1.174
O -1.198 0.909 -3.805
O 3.486 1.270 -3.239
O 0.864 1.617 -4.911
O 1.028 1.249 -2.562
C 2.217 -3.168 -4.025
C -3.483 1.113 1.269
C 0.452 0.726 4.311
C 0.573 -2.560 0.960
C 1.667 2.521 2.092
C 0.910 -3.116 -4.523
C -1.819 -1.581 -0.350
C -1.499 3.025 -1.194
C -1.710 3.052 2.483
C 2.824 -2.060 -3.442
C 2.484 -0.380 2.419
C 2.069 -0.907 -3.385
C 0.161 -1.940 -4.491
C 0.812 -0.854 -3.937
C -1.974 -2.154 2.652
C -0.447 0.349 1.458
H -2.931 -1.635 2.718
H 2.231 -1.378 2.772
H 1.531 2.784 1.038
H 3.815 -2.101 -3.012
H -3.756 0.436 0.464
H -2.180 -3.207 2.447
H -2.483 2.752 -1.574
H 3.279 0.010 3.058
H -0.594 -2.104 -1.805
H 2.741 2.566 2.289
H 1.189 3.299 2.681
H -2.440 3.796 2.152
H -0.790 3.046 -2.018
H -0.270 1.508 4.543
H -0.012 -0.242 4.512
H -1.494 -2.098 3.630
H 2.894 -0.467 1.410
H -1.541 4.016 -0.741
H -2.649 -0.894 -0.476
H -2.028 2.711 3.469
H -0.830 -1.868 -4.914
H 1.331 -2.051 0.359
H 0.246 -3.448 0.414
H 1.064 -2.903 1.870
H 0.468 -4.002 -4.957
H -0.756 3.557 2.583
H -2.197 -2.592 -0.515
H 2.765 -4.098 -4.081
H -4.120 1.996 1.174
H -3.736 0.634 2.217
H 1.287 0.839 5.007
*
```

The gap between HOMO and LUMO (spin up / spin down) comes out at 7.508 / 7.508 eV. Its HOMO energy (spin up / spin down) is -11.7 / -11.7 eV.

Taking the records one at a time from the top gives energy above the lowest of the compared OMol25 structures with the same formula, charge and spin values of 99.6 0.0 432.2 0.0 303.4 120.2 kJ/mol.